The following is a DFT calculation (the ωB97M-V functional and the def2-TZVPD basis) of C19H16B11Br6Cl2IrN4O2 as an isolated structure.

The geometry in XYZ format:
```
61
Properties=species:S:1:pos:R:3
Ir 0.03074 0.21103 -0.50672
Cl 6.39269 2.39039 -0.59760
C 5.02552 1.41953 -0.75341
C 3.77761 1.96195 -0.41386
C 2.65754 1.18457 -0.53468
N 1.34077 1.58602 -0.23773
C 0.92417 2.82347 0.26865
O 1.64548 3.74436 0.53161
C -0.57460 2.86886 0.43034
C -1.17822 4.01992 0.87991
C -2.56294 4.04286 1.00089
C -3.28250 2.91186 0.65996
C -2.60419 1.78788 0.21811
N -1.27611 1.75683 0.10704
C 2.77066 -0.18267 -1.00689
C 4.03353 -0.70841 -1.34688
C 5.14631 0.07774 -1.22179
Cl 6.67326 -0.55487 -1.62503
N 1.59362 -0.84341 -1.08320
C 1.37203 -2.15051 -1.53486
O 2.21658 -2.93001 -1.87469
C -0.10355 -2.45708 -1.59254
C -0.51928 -3.67260 -2.07891
C -1.88236 -3.94208 -2.12921
C -2.77437 -2.97823 -1.69326
C -2.28584 -1.77420 -1.22187
N -0.97690 -1.50686 -1.16453
H 3.71152 2.98008 -0.06285
H -0.55991 4.87331 1.12151
H -3.06755 4.93308 1.35055
H -4.36033 2.88661 0.73054
H -3.13703 0.88854 -0.05057
H 4.12368 -1.72445 -1.69743
H 0.22592 -4.38560 -2.40393
H -2.23853 -4.89149 -2.50564
H -3.84148 -3.14540 -1.71612
H -2.95402 -0.99956 -0.88130
Br 0.72646 -0.45997 2.13646
B -0.28883 -1.51508 3.45493
B 0.25745 -1.49962 5.15651
C -1.21738 -1.87827 5.91930
B -1.34316 -0.76387 4.66523
B -2.68365 -1.93751 5.04139
B -1.93170 -3.46200 5.76148
B -0.02826 -3.18881 5.81038
B 0.53883 -2.98980 4.12675
Br 2.30078 -3.50707 3.57042
B -0.79605 -4.22386 4.47095
Br -0.53296 -6.10583 4.41194
B -2.43592 -3.42871 4.01596
Br -3.89961 -4.47567 3.36606
B -2.05691 -1.76839 3.37134
Br -3.14717 -0.96744 1.98254
B -0.92230 -3.13449 3.04395
Br -0.73123 -3.84734 1.25824
H 1.09040 -0.82076 5.63618
H -1.08696 -2.74555 5.00679
H -1.52058 0.38441 4.85330
H -3.70276 -1.53688 5.47134
H -2.41709 -4.02384 6.67740
H 0.52079 -3.57052 6.78066
```

Computed properties:
HOMO (spin up / spin down), eV: -14.1 / -14.8
Lowest unoccupied orbital energy (spin up / spin down), eV: -6.236 / -9.332
Charge: +2
Multiplicity: 5
Orbital gap (spin up / spin down), eV: 7.83 / 5.44
Calculated total energy, eV: -485585.3681

natural (NBO) atomic charge list, values in e, 5 entries: number 1, Ir, carries 1.263; number 2, Cl, carries 0.204; number 3, C, carries 0.029; number 4, C, carries -0.253; number 5, C, carries 0.240

***

The following is a DFT calculation (the ωB97M-V functional and the def2-TZVPD basis) of C19H16BMnN7O8 as an isolated structure in a non-equilibrium geometry.

The geometry in XYZ format:
```
52
Properties=species:S:1:pos:R:3
Mn 0.12888 0.29251 0.22623
O 2.42284 2.55560 2.72668
C 1.62419 1.83970 2.12102
O 1.59245 1.55975 0.88532
C 0.48053 1.21467 2.92360
C 0.33222 1.35906 4.29291
C -0.77710 0.79102 4.89988
C -1.71816 0.12785 4.12596
C -1.50169 0.02466 2.76083
N -0.41156 0.54302 2.19765
C -2.49615 -0.61472 1.78475
O -3.56051 -1.04188 2.25747
O -2.09545 -0.58656 0.59583
H 1.08632 1.91468 4.83249
H -0.91646 0.87876 5.97210
H -2.61915 -0.30813 4.53424
B 0.26273 2.90141 -2.36970
N -0.61445 3.02941 -1.10136
C -1.33568 4.12255 -0.83115
C -2.25188 3.81734 0.15798
C -2.00207 2.47393 0.43871
N -1.00977 2.00717 -0.32065
N 1.30480 1.76914 -2.24995
C 2.42926 1.73871 -2.97236
C 2.96729 0.46757 -2.90657
C 2.07276 -0.22609 -2.09245
N 1.06917 0.56214 -1.70181
H 0.85934 3.94750 -2.53066
H -0.46427 2.66983 -3.32578
H -1.15400 5.03066 -1.38227
H -2.98046 4.46652 0.61259
H -2.49150 1.82705 1.14331
H 2.75089 2.62455 -3.49470
H 3.87682 0.10576 -3.35424
H 2.12884 -1.24586 -1.75424
C -2.00259 -1.66577 -2.27958
C -0.87803 -2.34205 -1.58622
N -0.11278 -1.80698 -0.67240
C 0.79817 -2.76495 -0.30804
C 0.58914 -3.91623 -1.03004
N -0.48406 -3.62135 -1.82521
C 1.25059 -5.26936 -1.11473
O 2.21388 -5.46380 -0.32061
O 0.71319 -6.08148 -1.87888
C 1.76427 -2.35857 0.73328
O 2.66470 -3.21938 1.13756
O 1.68794 -1.22545 1.18416
H -2.15444 -0.69594 -1.81287
H -2.92505 -2.23946 -2.17157
H -1.78408 -1.53763 -3.34225
H -0.86447 -4.29465 -2.47017
H 2.53460 -4.13628 0.65593
```

Computed properties:
HOMO (spin up / spin down), eV: -2.6 / -2.1
Lowest unoccupied orbital energy (spin up / spin down), eV: 4.817 / 4.817
Charge: -2
Multiplicity: 2
Orbital gap (spin up / spin down), eV: 7.47 / 6.93
Calculated total energy, eV: -78777.2111

natural (NBO) atomic charge list, values in e, 5 entries: number 1, Mn, carries 1.119; number 2, O, carries -0.702; number 3, C, carries 0.758; number 4, O, carries -0.723; number 5, C, carries 0.116

***

The following is a DFT calculation (the ωB97M-V functional and the def2-TZVPD basis) of C19H16BrNO3PRuSbSe4 as an isolated structure.

The geometry in XYZ format:
```
47
Properties=species:S:1:pos:R:3
Ru 0.77293 1.72336 1.74729
O 0.50635 -1.00933 4.92055
C 0.27208 -0.28370 3.97293
O 0.95492 0.76729 3.63396
C -0.93040 -0.61327 3.05369
P -0.34519 -0.44584 1.33037
C -1.75167 -0.62772 0.20703
C -3.05888 -0.77643 0.65467
C -4.10482 -0.82277 -0.25714
C -3.84991 -0.72534 -1.61641
C -2.54699 -0.56759 -2.06736
C -1.50331 -0.50619 -1.16059
C 0.64514 -1.95906 1.07680
C 1.85747 -2.05036 1.76565
C 2.67342 -3.15971 1.61099
C 2.29903 -4.18341 0.75019
C 1.10247 -4.09620 0.05689
C 0.27423 -2.99281 0.21969
H -1.68266 0.16419 3.20697
H -1.33461 -1.59240 3.29966
H -3.26733 -0.84594 1.71404
H -5.12250 -0.92116 0.09922
H -4.66924 -0.74749 -2.32420
H -2.34829 -0.46519 -3.12708
H -0.48827 -0.35038 -1.51071
H 2.16617 -1.25167 2.43082
H 3.60363 -3.22072 2.16176
H 2.94038 -5.04720 0.62336
H 0.80326 -4.89331 -0.61314
H -0.66433 -2.94197 -0.31569
O 3.11418 1.20220 -4.11061
C 2.61593 1.55943 -2.90928
C 1.34682 2.10115 -2.74670
C 0.92272 2.42527 -1.47767
N 1.68657 2.25363 -0.39371
C 2.88525 1.73692 -0.58026
Br 3.86372 1.45946 1.03531
C 3.41804 1.36419 -1.78843
H 2.46918 1.41255 -4.79482
H 0.69131 2.27806 -3.59130
H -0.05276 2.85449 -1.30823
H 4.40584 0.93707 -1.87742
Se -3.80345 6.09218 0.92748
Sb -2.07082 4.86329 -0.12795
Se -1.32689 3.01096 1.50412
Se -3.09356 3.15522 -1.81577
Se -0.27514 5.73627 -1.48899
```

Computed properties:
HOMO (spin up / spin down), eV: -4.7 / -4.9
Lowest unoccupied orbital energy (spin up / spin down), eV: 1.884 / 0.804
Charge: -1
Multiplicity: 6
Orbital gap (spin up / spin down), eV: 6.57 / 5.68
Calculated total energy, eV: -377434.0395

natural (NBO) atomic charge list, values in e, 5 entries: number 1, Ru, carries 0.941; number 2, O, carries -0.642; number 3, C, carries 0.791; number 4, O, carries -0.806; number 5, C, carries -0.851

***

The following is a DFT calculation (the ωB97M-V functional and the def2-TZVPD basis) of a 2-piece molecular cluster, C19H16Cl4F5N4O3 overall in a non-equilibrium geometry.

The geometry in XYZ format:
```
51
Properties=species:S:1:pos:R:3
C -0.82858 5.14515 -1.10374
N -0.42997 4.07217 -0.15136
C -1.41975 3.00011 -0.03021
C -0.91631 1.62818 -0.67043
C 0.31013 1.70324 -1.45320
C 0.67991 0.37493 -2.05601
C 1.94192 0.19864 -2.93589
C 3.20941 0.77313 -2.13416
O 3.80592 1.74300 -2.50415
C 3.61788 -0.07403 -0.87196
C 4.87111 -0.83037 -0.89669
C 5.25118 -1.66092 0.24861
C 4.41027 -1.77646 1.45085
C 3.16601 -0.98824 1.47993
C 2.78615 -0.16128 0.33789
C -0.31118 -0.68460 -1.69154
C -0.02840 -2.11858 -2.32345
F -1.14743 -2.92088 -2.13114
F 0.16874 -2.06380 -3.68566
C 1.14927 -2.83648 -1.52548
F 0.92505 -2.52915 -0.18003
F 0.89980 -4.20021 -1.61767
N -1.39152 -0.64258 -0.92830
N -1.69076 0.53588 -0.41376
C -2.91194 0.61679 0.45455
O -3.97600 0.90656 0.04802
N -2.64781 0.35097 1.87663
C -2.63585 -1.08287 2.14417
O -1.60685 -1.66423 2.21175
F -3.82118 -1.71747 2.35026
H -0.89773 6.10356 -0.51890
H -0.05591 5.24365 -1.92041
H -1.81011 4.95976 -1.61585
H -0.22253 4.43832 0.77589
H -1.62763 2.84624 1.07333
H -2.41702 3.23061 -0.49716
H 0.91355 2.62606 -1.61789
H 1.85499 0.78537 -3.88771
H 2.19177 -0.88431 -3.11709
H 5.53867 -0.78913 -1.78647
H 6.20260 -2.24955 0.19759
H 4.71057 -2.44147 2.29604
H 2.53893 -1.05554 2.39879
H 1.80995 0.38560 0.41469
H 2.17898 -2.56836 -1.86494
H -1.66243 0.62700 2.00546
C -6.13590 -2.87158 4.87380
Cl -6.50055 -2.80612 3.13982
Cl -7.41814 -3.75691 5.71462
Cl -4.58632 -3.69781 5.12050
Cl -6.03498 -1.22197 5.51806
```

Computed properties:
HOMO, eV: -12.3
Lowest unoccupied orbital energy, eV: -5.515
Charge: +1
Orbital gap, eV: 6.77
Calculated total energy, eV: -95730.9951

natural (NBO) atomic charge list, values in e, 5 entries: number 1, C, carries -0.431; number 2, N, carries -0.644; number 3, C, carries -0.275; number 4, C, carries 0.283; number 5, C, carries -0.201

***

Molecular weight values (in g mol⁻¹) by entry order: 1193.84 536.13 955.89 585.16.